# 1
A structure of composition C31H27N4NiO2PSSe. Source: the Open Molecules 2025 dataset; level of theory: the ωB97M-V functional and the def2-TZVPD basis.

Each line ends with the Löwdin spin population.
Cartesian coordinates (Å):
Ni1 -0.110 0.122 -0.163  1.5841
O1 -1.823 2.076 -0.590  0.0216
N1 -0.438 1.972 -0.833  0.0596
C1 -0.060 2.562 -1.891  0.0145
C2 1.337 2.580 -2.347  0.0012
C3 1.653 3.614 -3.224  0.0013
C4 2.958 3.825 -3.638  -0.0005
C5 3.965 2.994 -3.179  0.0025
C6 3.662 1.944 -2.321  0.0033
C7 2.357 1.713 -1.905  0.0126
P1 2.089 0.260 -0.840  0.0913
C8 2.543 -1.190 -1.815  0.0116
C9 2.737 -1.144 -3.190  0.0073
C10 3.006 -2.315 -3.891  -0.0003
C11 3.076 -3.527 -3.225  0.0078
C12 2.868 -3.582 -1.850  -0.0009
C13 2.594 -2.418 -1.150  0.0075
C14 3.300 0.438 0.495  0.0131
C15 3.007 1.365 1.499  0.0050
C16 3.905 1.583 2.531  -0.0006
C17 5.097 0.869 2.573  0.0055
C18 5.394 -0.051 1.578  -0.0001
C19 4.499 -0.270 0.536  0.0070
H1 -1.849 2.230 0.376  0.0006
H2 -0.797 3.138 -2.446  0.0023
H3 0.865 4.276 -3.568  0.0001
H4 3.186 4.641 -4.311  0.0000
H5 4.990 3.156 -3.489  0.0002
H6 4.457 1.292 -1.977  0.0003
H7 2.680 -0.202 -3.721  0.0003
H8 3.165 -2.275 -4.961  -0.0001
H9 3.296 -4.434 -3.775  0.0004
H10 2.929 -4.529 -1.329  -0.0002
H11 2.440 -2.460 -0.074  0.0003
H12 2.080 1.932 1.455  0.0003
H13 3.684 2.314 3.300  -0.0001
H14 5.799 1.036 3.380  0.0003
H15 6.327 -0.599 1.606  0.0000
H16 4.742 -0.986 -0.241  0.0003
Se1 -1.713 3.268 3.484  -0.0006
N2 -1.004 2.257 4.712  0.0010
C20 -0.479 1.214 4.092  0.0006
C21 0.185 0.128 4.728  0.0029
C22 0.647 -0.872 3.934  0.0013
C23 0.479 -0.799 2.530  0.0085
N3 -0.120 0.178 1.888  0.0253
C24 -0.626 1.201 2.656  0.0027
N4 -1.270 2.222 2.128  -0.0005
H17 0.304 0.117 5.806  0.0002
H18 1.155 -1.729 4.354  0.0001
H19 0.883 -1.594 1.912  0.0019
C25 -1.711 -3.422 -1.624  0.0186
S1 -1.323 -1.940 -0.717  0.0362
O2 -0.669 -0.994 -1.748  0.0348
C26 -2.947 -1.306 -0.402  0.0033
C27 -3.449 -1.392 0.891  0.0012
C28 -4.700 -0.854 1.153  -0.0001
C29 -5.414 -0.235 0.134  0.0006
C30 -4.892 -0.154 -1.154  0.0001
C31 -3.645 -0.688 -1.432  0.0008
H20 -2.299 -3.114 -2.490  0.0013
H21 -2.278 -4.084 -0.969  0.0005
H22 -0.767 -3.877 -1.923  0.0002
H23 -2.885 -1.886 1.676  0.0001
H24 -5.119 -0.921 2.149  0.0000
H25 -6.389 0.187 0.344  0.0000
H26 -5.457 0.328 -1.942  0.0000
H27 -3.214 -0.617 -2.424  0.0000

charge	+2
HOMO-LUMO gap (alpha / beta)	0.2535 / 0.2700	Eh
2S+1	3
relative energy (zero: lowest compared OMol25 entry of this formula, charge and spin)	3.22	kcal per mole


# 2
A structure of composition C31H28Br4CoNO3Te. Source: the Open Molecules 2025 dataset; level of theory: the ωB97M-V functional and the def2-TZVPD basis.

Each line ends with the Löwdin spin population.
Cartesian coordinates (Å):
Co1 2.177 1.362 0.328  2.9969
Br1 8.315 1.363 2.629  0.0018
C1 6.392 1.363 2.452  0.0082
C2 5.585 1.363 3.594  0.0069
Br2 6.393 1.363 5.347  0.0014
C3 4.182 1.362 3.452  0.0162
Br3 3.080 1.362 5.068  0.0028
C4 3.512 1.362 2.175  0.0141
O1 2.221 1.362 2.121  0.1701
C5 4.363 1.362 0.971  0.0166
O2 3.882 1.362 -0.229  0.1761
C6 5.790 1.362 1.176  0.0170
Br4 6.946 1.362 -0.401  0.0028
C7 -5.378 1.461 -5.419  -0.0006
C8 -4.239 1.179 -4.483  -0.0058
C9 -4.015 1.985 -3.364  0.0133
C10 -2.952 1.720 -2.486  0.0304
C11 -2.760 2.626 -1.306  0.0014
C12 -2.089 0.621 -2.730  0.2770
Te1 -0.430 0.184 -1.408  0.3126
N1 1.285 -0.184 -0.303  0.5049
C13 1.773 -1.501 -0.108  0.0418
O3 1.167 -2.446 -0.590  0.0471
C14 3.013 -1.733 0.676  0.0142
C15 3.502 -3.039 0.869  0.0022
C16 4.670 -3.257 1.605  0.0017
C17 5.363 -2.177 2.156  0.0003
C18 4.889 -0.876 1.971  0.0016
C19 3.721 -0.652 1.236  0.0095
C20 -1.647 -0.315 0.310  -0.0035
C21 -2.514 -1.440 0.301  0.0005
C22 -2.639 -2.382 -0.865  0.0010
C23 -3.306 -1.718 1.425  0.0007
C24 -3.252 -0.909 2.562  0.0008
C25 -4.101 -1.211 3.762  0.0001
C26 -2.391 0.189 2.583  0.0009
C27 -1.584 0.497 1.476  0.0018
C28 -0.663 1.688 1.574  0.0222
C29 -2.315 -0.187 -3.879  0.0164
C30 -1.445 -1.358 -4.263  0.0119
C31 -3.389 0.103 -4.734  0.0094
H1 -5.966 2.346 -5.096  0.0001
H2 -6.057 0.583 -5.455  -0.0003
H3 -4.983 1.656 -6.439  -0.0003
H4 -4.675 2.824 -3.175  0.0023
H5 -3.507 3.447 -1.286  -0.0002
H6 -1.751 3.086 -1.348  -0.0005
H7 -2.887 2.048 -0.373  -0.0003
H8 2.982 -3.893 0.452  0.0001
H9 5.039 -4.265 1.749  0.0002
H10 6.268 -2.348 2.725  0.0001
H11 5.427 -0.040 2.398  0.0006
H12 3.374 0.365 1.107  0.0032
H13 -1.969 -2.134 -1.699  0.0011
H14 -3.683 -2.373 -1.242  0.0000
H15 -2.383 -3.411 -0.536  0.0001
H16 -3.970 -2.576 1.411  0.0000
H17 -4.731 -2.111 3.602  0.0000
H18 -4.769 -0.349 3.972  0.0000
H19 -3.451 -1.390 4.644  0.0000
H20 -2.349 0.806 3.473  0.0000
H21 -0.763 2.207 2.551  0.0006
H22 -0.884 2.427 0.782  0.0053
H23 0.391 1.365 1.485  0.0097
H24 -0.600 -1.538 -3.576  0.0116
H25 -1.016 -1.182 -5.271  -0.0002
H26 -2.061 -2.282 -4.294  -0.0003
H27 -3.561 -0.515 -5.608  0.0012
H28 1.426 2.664 -0.203  0.2213

charge	-1
HOMO-LUMO gap (alpha / beta)	0.2610 / 0.2167	Eh
2S+1	6


| no. | DFT total energy (hartree) |
| --- | --- |
| 1 | -6215.73598 |
| 2 | -13425.10691 |